No. 1
Computed, not measured: a molecular structure, C9H12N2O2 in a non-equilibrium geometry, with wB97M-V/def2-TZVPD.

As for the highest occupied orbital energy: -0.324 Ha. The LUMO energy comes out at 0.02940 Eh.

ORCA input file:
```
! wB97M-V def2-TZVPD RIJCOSX def2/J DEFGRID3
* xyz 0 1
C -0.806 1.509 -1.029
C -0.095 0.387 -1.122
C -1.872 -1.013 0.029
C 1.090 -0.369 -1.695
C 2.107 -0.536 -0.705
C 1.636 -1.231 0.534
C -2.844 1.098 0.272
C 0.532 -0.451 1.322
C -0.669 -0.082 0.230
N -1.336 1.278 0.251
N 1.133 0.659 1.983
O -1.956 -2.191 -0.124
O -3.029 -0.290 -0.043
H -0.964 2.277 -1.747
H 0.705 -1.322 -2.113
H 1.316 0.290 -2.525
H 3.045 -0.935 -1.219
H 2.515 0.423 -0.328
H 1.293 -2.281 0.254
H 2.542 -1.628 1.122
H -3.221 1.645 -0.471
H -3.432 1.324 1.273
H 0.244 -1.042 2.081
H 0.465 1.254 2.435
H 1.600 1.226 1.336
*
```

Results of the Löwdin charge analysis, in e, for atoms 1 through 6: -0.0330, -0.1032, -0.3973, -0.1709, -0.2585, -0.1521

No. 2
Computed, not measured: a molecular structure, C5H8Br6O3 in a non-equilibrium geometry, with wB97M-V/def2-TZVPD.

As for the highest occupied orbital energy: -0.360 Ha. The LUMO energy comes out at -0.00238 Eh.

ORCA input file:
```
! wB97M-V def2-TZVPD RIJCOSX def2/J DEFGRID3
* xyz 0 1
C 2.566 -0.619 -2.011
O 1.506 0.195 -1.499
C 0.797 -0.359 -0.509
O -0.095 0.211 0.063
O 1.075 -1.624 -0.335
C 0.404 -2.445 0.690
H 2.282 -1.482 -2.643
H 3.286 -0.869 -1.084
H 3.156 -0.010 -2.693
H 0.923 -2.260 1.596
H 0.506 -3.414 0.206
H -0.649 -2.189 0.625
C -1.917 0.029 2.597
Br -3.525 1.008 3.329
Br -2.025 -1.805 3.098
Br -0.269 0.965 3.116
H -1.841 0.125 1.525
C -1.213 2.744 -1.251
Br -2.611 2.521 0.047
Br 0.207 3.789 -0.457
Br -1.844 3.659 -2.774
H -0.719 1.828 -1.634
*
```

Results of the Löwdin charge analysis, in e, for atoms 1 through 6: -0.0543, 0.0000, -0.6253, 0.0270, -0.0404, 0.0141

Table of DFT total energy (eV), in record order: -16599.779; -431710.714
Table of energy relative to the best compared isomer or geometry (same formula, charge and spin) (kJ/mol), in record order: 244.75; 56.31